1.
Molecular formula: C4H5NO
Method: DFT, wB97M-V/def2-TZVPD

Values from the calculation:
- Kohn-Sham gap (spin up / spin down) (Ha) = 0.298 / 0.298
- ΔE to the lowest compared entry with this formula, charge and spin (kJ/mol) = 736.1
- E_HOMO (spin up / spin down) (hartree) = -0.333 / -0.333
- calculated total energy (eV) = -7758.8973

The geometry in XYZ format:
```
11
C4H5NO (wB97M-V/def2-TZVPD)
O 1.548 1.490 -0.960
C 0.715 0.818 -0.432
C -0.742 0.746 -0.224
C -0.816 -0.658 0.056
N 0.230 -1.546 -0.597
C 0.666 -0.590 0.294
H 0.260 0.936 1.646
H -1.478 1.526 -0.060
H -1.535 -1.171 0.679
H 0.467 -1.381 -1.580
H 0.723 -0.090 1.492
```

=====

2.
Molecular formula: C3H7NO3
Method: DFT, wB97M-V/def2-TZVPD

Values from the calculation:
- 2S+1 = 2
- net charge = -1
- Kohn-Sham gap (spin up / spin down) (Ha) = 0.132 / 0.261
- ΔE to the lowest compared entry with this formula, charge and spin (kJ/mol) = 111.7
- E_HOMO (spin up / spin down) (hartree) = 0.006 / -0.123
- calculated total energy (eV) = -10856.1090

The geometry in XYZ format:
```
14
C3H7NO3 (wB97M-V/def2-TZVPD)
O -1.134 -1.097 2.857
C -0.563 -0.031 2.406
C -0.149 0.162 0.952
N -0.447 -0.959 0.053
H -0.313 0.839 3.047
H -0.618 1.074 0.554
H 0.930 0.331 0.903
H -0.113 -0.587 -1.213
H 0.052 -1.807 0.282
H -1.432 -1.112 -0.110
O 1.363 1.586 -1.551
C 0.944 0.825 -2.399
O 0.229 -0.255 -2.339
H 1.250 1.032 -3.441
```

=====

3.
Molecular formula: C6H11N
Method: DFT, wB97M-V/def2-TZVPD

Values from the calculation:
- Kohn-Sham gap (spin up / spin down) (Ha) = 0.253 / 0.323
- ΔE to the lowest compared entry with this formula, charge and spin (kJ/mol) = 530.0
- E_HOMO (spin up / spin down) (hartree) = -0.265 / -0.318
- calculated total energy (eV) = -7885.0388

The geometry in XYZ format:
```
18
C6H11N (wB97M-V/def2-TZVPD)
C 1.310 -0.864 1.295
C 0.500 -0.492 0.049
C 0.371 1.196 -0.037
C -0.522 1.591 -1.113
N 0.876 -1.002 -1.138
H 1.615 -1.695 -1.016
H 1.404 1.495 -0.204
H 2.342 -0.531 1.176
H 0.897 -0.412 2.201
H 1.322 -1.948 1.427
H -1.164 2.453 -0.966
H -0.163 1.421 -2.123
C -1.068 -0.919 0.305
C -2.011 -0.376 -0.379
H -3.085 -0.358 -0.400
H -1.141 -1.714 1.032
H 0.033 1.554 0.936
H -1.516 0.600 -1.043
```

=====

4.
Molecular formula: C4H7N2
Method: DFT, wB97M-V/def2-TZVPD

Values from the calculation:
- 2S+1 = 3
- net charge = +1
- Kohn-Sham gap (spin up / spin down) (Ha) = 0.302 / 0.289
- ΔE to the lowest compared entry with this formula, charge and spin (kJ/mol) = 399.0
- E_HOMO (spin up / spin down) (hartree) = -0.416 / -0.593
- calculated total energy (eV) = -7226.5972

The geometry in XYZ format:
```
13
C4H7N2 (wB97M-V/def2-TZVPD)
C 1.989 0.167 1.074
C -0.828 -1.076 0.170
C -1.082 0.378 0.070
C 1.662 0.181 -0.316
N 2.334 -0.860 0.419
N -0.007 -0.243 -0.672
H 1.970 0.625 2.035
H -0.363 -1.482 1.057
H -1.475 -1.771 -0.349
H -1.922 0.761 -0.495
H -0.776 1.016 0.889
H 2.042 0.750 -1.142
H -0.082 -0.336 -1.682
```

=====

5.
Molecular formula: C3H3NO3
Method: DFT, wB97M-V/def2-TZVPD

Values from the calculation:
- SMILES = [H]/N=C(/C=O)OC=O
- Kohn-Sham gap (Ha) = 0.393
- ΔE to the lowest compared entry with this formula, charge and spin (kJ/mol) = 154.1
- E_HOMO (hartree) = -0.389
- calculated total energy (eV) = -10791.1032

The geometry in XYZ format:
```
10
C3H3NO3 (wB97M-V/def2-TZVPD)
N -0.938 1.282 -1.179
C -0.442 0.369 -0.475
O 0.783 -0.218 -0.760
C 1.572 -0.530 0.302
O 1.307 -0.292 1.445
C -1.268 -0.233 0.643
O -1.419 -1.422 0.748
H -0.324 1.536 -1.956
H 2.494 -0.999 -0.063
H -1.766 0.505 1.294
```

=====

6.
Molecular formula: C49H30BrCaF4N5O2PS
Method: DFT, wB97M-V/def2-TZVPD

Values from the calculation:
- net charge = -1
- Kohn-Sham gap (Ha) = 0.229
- ΔE to the lowest compared entry with this formula, charge and spin (kJ/mol) = 65.2
- E_HOMO (hartree) = -0.156
- calculated total energy (eV) = -182326.4797

The geometry in XYZ format:
```
94
C49H30BrCaF4N5O2PS (wB97M-V/def2-TZVPD)
Ca 0.090 0.673 -1.530
O 1.320 2.901 2.146
C 0.701 2.349 1.224
N 0.928 2.306 -0.081
C 1.942 3.081 -0.685
C 2.311 4.333 -0.195
C 3.207 5.139 -0.884
C 3.757 4.694 -2.073
C 3.425 3.440 -2.570
C 2.527 2.609 -1.893
N 2.141 1.328 -2.322
C 2.807 0.647 -3.241
O 3.792 0.952 -3.930
C 2.270 -0.776 -3.451
C 2.845 -1.535 -4.468
C 2.419 -2.833 -4.670
C 1.422 -3.342 -3.851
C 0.900 -2.517 -2.873
N 1.310 -1.268 -2.659
C -0.610 1.655 1.607
C -1.257 2.099 2.758
C -2.510 1.608 3.063
C -3.077 0.652 2.229
C -2.350 0.236 1.129
N -1.149 0.723 0.814
H 1.889 4.661 0.744
H 3.471 6.111 -0.484
H 4.456 5.315 -2.621
H 3.865 3.076 -3.484
H 3.617 -1.066 -5.059
H 2.855 -3.440 -5.454
H 1.044 -4.348 -3.968
H 0.106 -2.884 -2.235
H -0.749 2.838 3.362
H -3.047 1.967 3.933
H -4.062 0.244 2.412
H -2.756 -0.514 0.458
F 4.674 -6.445 2.342
C 3.869 -5.396 2.176
C 2.845 -5.161 3.071
F 2.668 -5.978 4.111
C 2.019 -4.068 2.879
F 1.085 -3.868 3.812
C 2.156 -3.198 1.805
P 1.009 -1.759 1.533
C 1.373 -0.816 3.054
C 0.434 -0.268 3.919
C 0.837 0.543 4.971
C 2.178 0.827 5.165
C 3.121 0.308 4.289
C 2.722 -0.499 3.240
C -0.661 -2.522 1.639
C -1.245 -2.686 0.382
C -2.529 -3.188 0.232
C -3.272 -3.509 1.357
C -2.715 -3.340 2.617
C -1.421 -2.861 2.760
C 3.233 -3.430 0.943
Br 3.669 -2.253 -0.456
C 4.066 -4.522 1.123
F 5.089 -4.763 0.300
H -0.622 -0.428 3.755
H 0.091 0.976 5.627
H 2.486 1.475 5.975
H 4.168 0.556 4.405
H 3.465 -0.866 2.540
H -0.686 -2.384 -0.494
H -2.951 -3.296 -0.759
H -4.283 -3.883 1.255
H -3.291 -3.585 3.501
H -1.009 -2.761 3.751
S -4.784 1.672 -1.614
C -4.212 2.908 -0.540
C -4.915 3.707 0.356
C -4.210 4.651 1.079
C -2.830 4.805 0.908
C -2.130 4.010 0.023
C -2.827 3.043 -0.702
N -2.257 2.195 -1.636
C -3.143 1.450 -2.215
C -2.841 0.507 -3.308
C -3.883 0.106 -4.153
C -3.607 -0.701 -5.241
C -2.290 -1.087 -5.471
C -1.283 -0.690 -4.600
C -1.496 0.119 -3.471
H -5.985 3.599 0.480
H -4.735 5.287 1.781
H -2.301 5.555 1.483
H -1.060 4.106 -0.121
H -4.903 0.440 -3.984
H -4.402 -1.010 -5.911
H -2.053 -1.701 -6.334
H -0.275 -1.034 -4.827
```

=====

7.
Molecular formula: C20H18N2O3
Method: DFT, wB97M-V/def2-TZVPD

Values from the calculation:
- SMILES = CCOC(=O)c1ccc(N/N=C2/C=CC(=O)C3=CC=CC=C2C3)cc1
- Kohn-Sham gap (Ha) = 0.261
- ΔE to the lowest compared entry with this formula, charge and spin (kJ/mol) = 488.5
- E_HOMO (hartree) = -0.291
- calculated total energy (eV) = -30151.7487

The geometry in XYZ format:
```
43
C20H18N2O3 (wB97M-V/def2-TZVPD)
O -2.416 -6.644 -1.684
O -0.839 5.201 2.651
N -1.319 -1.185 -0.243
O 1.429 5.106 2.806
C -2.043 -5.474 -1.719
C 0.205 4.618 2.470
C 1.739 -5.132 -2.414
C 2.031 -3.821 -2.000
C -2.923 -4.478 -1.046
C 0.406 -5.747 -2.200
C 1.029 -2.948 -1.384
C -2.636 -3.136 -0.749
C -0.784 -5.080 -2.354
C -0.284 -2.918 -1.757
C -1.398 -2.358 -0.910
C 1.123 2.839 0.980
C -1.094 2.553 1.831
C 1.035 1.607 0.316
C -1.197 1.350 1.153
C 0.096 3.277 1.804
C -0.138 0.830 0.405
N -0.266 -0.339 -0.368
C -0.723 -3.712 -2.954
C 1.428 7.521 2.243
C 1.559 6.447 3.322
H 2.575 -5.784 -2.676
H 3.079 -3.480 -2.025
H -3.937 -4.811 -0.880
H 0.322 -6.691 -1.712
H 1.372 -2.438 -0.488
H -3.437 -2.577 -0.254
H 1.968 3.461 0.866
H -1.968 2.934 2.402
H 1.881 1.203 -0.266
H -2.156 0.822 1.125
H 0.427 -0.485 -1.119
H 0.038 -3.610 -3.740
H -1.704 -3.439 -3.333
H 1.994 7.215 1.360
H 0.375 7.704 1.961
H 1.817 8.502 2.626
H 0.829 6.641 4.101
H 2.508 6.454 3.849
```